C34H49ClMnO3P4 | ωB97M-V/def2-TZVPD

```
92
Properties=species:S:1:pos:R:3:forces:R:3:mulliken_spin:R:1
P 0.1735 1.8030 -1.9502 0.0 2.0 -1.3 -0.002
C -0.6631 3.3934 -2.2088 0.1 -0.1 0.1 0.005
C 0.0794 4.5674 -2.3330 0.1 -0.1 0.1 -0.001
H 1.1517 4.5537 -2.2000 0.1 0.0 0.0 0.000
C -0.5574 5.7658 -2.6139 0.0 0.1 0.0 0.000
H 0.0246 6.6727 -2.7012 0.0 0.0 0.0 0.000
C -1.9343 5.8019 -2.7787 0.1 0.0 0.0 0.000
H -2.4294 6.7384 -2.9957 0.0 0.0 0.0 0.000
C -2.6746 4.6335 -2.6689 0.0 -0.1 0.0 0.001
H -3.7476 4.6553 -2.7982 0.0 0.0 0.0 0.000
C -2.0459 3.4309 -2.3903 0.0 0.0 0.1 -0.001
H -2.6425 2.5335 -2.3161 -0.1 -0.1 0.0 0.000
C 1.8696 2.1951 -1.4405 -0.2 -0.2 0.2 0.002
C 2.0513 2.7985 -0.1953 0.1 0.0 0.0 0.003
H 1.1939 3.0658 0.4056 -0.1 0.0 0.0 -0.001
C 3.3294 3.0647 0.2669 -0.1 0.1 0.1 0.001
H 3.4637 3.5368 1.2302 0.0 0.0 0.0 0.000
C 4.4326 2.7384 -0.5118 0.0 0.0 -0.1 0.000
H 5.4299 2.9567 -0.1546 0.0 0.0 0.0 0.000
C 4.2530 2.1463 -1.7541 0.1 0.1 0.0 0.000
H 5.1098 1.9038 -2.3681 0.0 0.0 0.0 0.000
C 2.9759 1.8713 -2.2206 -0.1 0.0 0.1 0.000
H 2.8412 1.3905 -3.1765 0.0 0.0 -0.2 0.000
C 0.2177 1.0420 -3.5974 -0.3 -0.3 0.5 -0.003
C 0.3884 1.8254 -4.7372 0.2 0.2 0.0 0.001
H 0.5519 2.8911 -4.6526 0.0 0.1 0.0 0.000
C 0.3432 1.2363 -5.9902 0.0 0.0 0.1 0.000
H 0.4807 1.8442 -6.8736 0.0 0.0 0.0 0.000
C 0.1097 -0.1276 -6.1133 0.0 0.0 0.1 0.000
H 0.0668 -0.5812 -7.0939 0.0 0.0 0.0 0.000
C -0.0852 -0.9031 -4.9793 0.0 0.0 0.0 0.001
H -0.2870 -1.9613 -5.0727 0.0 0.0 0.0 0.000
C -0.0323 -0.3195 -3.7227 -0.2 -0.1 -0.1 0.003
H -0.2059 -0.9092 -2.8352 0.0 -0.1 -0.1 -0.001
Mn -1.5025 -0.9290 1.5596 -1.8 0.4 0.2 3.539
C 0.1990 -1.9374 1.7807 1.4 -0.2 -0.5 -0.058
C 1.2851 -1.6314 1.0194 -1.8 0.3 0.1 -0.025
H 0.2591 -2.7223 2.5308 -0.3 0.0 0.2 -0.072
C 1.1035 -0.4854 0.0762 0.1 0.4 -0.7 -0.124
O 1.5680 -0.7645 -1.2605 -0.3 -0.8 0.7 -0.002
H 1.3595 0.0140 -1.7933 0.7 -0.6 0.0 0.000
C -0.3548 -0.0449 0.1242 0.2 1.0 -0.9 -0.188
H 1.7226 0.3633 0.3800 0.0 0.2 0.6 0.013
C -0.7579 0.9249 -0.7453 0.0 -1.3 1.4 0.038
Cl -3.4297 0.5053 0.9900 1.0 -0.7 0.3 0.004
P -2.4761 -2.5978 0.1761 -0.5 -1.0 -1.0 -0.073
P -0.9463 0.6924 3.2000 0.4 1.0 0.8 -0.081
C -4.2364 -2.8979 0.5411 0.3 0.3 0.3 0.000
H -4.7898 -1.9779 0.3825 -0.1 0.1 0.0 0.000
H -4.3318 -3.1754 1.5857 -0.1 0.0 0.1 0.002
H -4.6347 -3.6879 -0.0921 0.1 -0.1 -0.1 -0.003
C -2.4756 -2.3015 -1.6291 0.2 0.2 0.4 -0.008
H -1.4773 -2.4705 -2.0254 0.1 0.0 0.0 0.002
H -2.7568 -1.2682 -1.8121 -0.1 0.1 -0.1 0.000
H -3.1726 -2.9617 -2.1405 -0.1 -0.1 0.1 -0.002
C -1.7135 -4.2519 0.3371 0.0 0.4 0.2 -0.005
H -1.7291 -4.5286 1.3876 0.0 -0.1 0.2 -0.001
H -0.6788 -4.2082 0.0048 0.1 0.0 0.0 0.004
H -2.2473 -5.0016 -0.2430 -0.1 0.1 -0.1 -0.003
C -2.1337 0.7654 4.5797 0.0 -0.3 -0.4 0.000
H -1.9889 -0.1050 5.2113 0.0 -0.1 0.1 0.002
H -3.1402 0.7289 4.1753 -0.1 0.0 0.0 0.000
H -1.9976 1.6751 5.1608 0.1 0.0 0.0 -0.003
C 0.6626 0.4137 4.0235 -0.3 -0.1 -0.2 -0.003
H 1.4592 0.4718 3.2853 0.1 0.0 -0.1 0.002
H 0.6549 -0.5862 4.4487 0.0 -0.1 0.1 -0.001
H 0.8467 1.1409 4.8113 -0.1 0.1 0.0 -0.003
C -0.8489 2.4229 2.6246 0.0 -0.3 -0.3 0.003
H -1.6421 2.5919 1.9012 -0.1 0.1 0.0 -0.001
H 0.1054 2.5877 2.1330 0.1 0.0 0.0 0.002
H -0.9536 3.1235 3.4504 0.0 -0.1 0.1 -0.001
P 2.8525 -2.3915 1.1525 1.6 -1.1 0.2 0.000
C 2.9603 -3.3828 2.6606 -0.2 0.3 -0.3 0.000
C 4.1711 -1.1468 1.1929 -0.5 0.0 0.0 0.002
H 2.2241 -4.1809 2.6369 -0.1 -0.1 0.0 0.000
H 2.7746 -2.7596 3.5300 0.0 0.1 0.1 0.000
H 3.9509 -3.8237 2.7375 0.1 0.0 -0.1 0.000
H 4.1834 -0.6064 0.2503 0.0 0.1 -0.2 0.000
H 5.1386 -1.6183 1.3454 0.0 -0.1 0.0 0.000
H 3.9824 -0.4421 1.9979 0.0 0.1 0.1 0.000
C 3.2656 -3.4974 -0.2285 -0.4 0.4 0.2 0.005
H 2.4624 -4.2164 -0.3652 -0.1 -0.1 0.0 -0.001
H 4.1945 -4.0296 -0.0351 0.1 0.1 0.2 0.000
H 3.3668 -2.9033 -1.1314 0.0 0.1 -0.1 0.000
H -1.7599 1.3105 -0.6348 -0.3 0.0 -0.1 -0.014
C -3.6116 -3.0644 4.7358 -0.6 -0.1 0.4 -0.004
C -2.4785 -2.7506 3.8176 4.5 -2.2 -0.4 0.013
O -1.3757 -3.4495 3.8924 -3.8 2.6 -0.5 0.017
O -2.6377 -1.7726 2.9468 0.3 -0.4 0.4 0.017
H -3.3544 -3.9120 5.4044 -0.1 0.6 -0.6 -0.001
H -4.5108 -3.3319 4.1421 0.4 0.3 0.4 0.000
H -3.8412 -2.1716 5.3548 0.0 -0.5 -0.4 0.001
```
Positions in Å, forces in eV/Å.

Properties
Gap between HOMO and LUMO (spin up / spin down) = 7.87 / 7.69 eV
Charge = +2
LUMO (spin up / spin down) = -5.972 / -6.150 eV
⟨S²⟩ = 3.94
Spin multiplicity = 4
ΔE to the lowest compared entry with this formula, charge and spin = 0.0 kcal per mole

C2H3CsO2 | ωB97M-V/def2-TZVPD

```
8
Properties=species:S:1:pos:R:3:forces:R:3:mulliken_charge:R:1
O 0.5915 0.0896 0.7261 1.4 -0.2 0.9 -0.337
O 0.8323 -1.2749 0.0528 0.9 1.0 0.6 -0.696
C -0.7421 0.2602 0.5783 -0.2 -1.9 -2.1 -0.153
C -1.0892 0.5607 -0.6898 1.4 1.4 1.5 -0.441
H -1.3530 -0.3172 1.2752 -0.1 0.3 0.1 0.278
H -0.1569 1.1669 -1.0812 -2.4 -1.6 -0.6 0.150
H -2.0446 0.1885 -1.0638 0.2 1.1 -0.5 0.257
Cs 3.9620 -0.6737 0.2023 -1.3 -0.1 0.0 0.942
```
Positions in Å, forces in eV/Å.

Properties
Gap between HOMO and LUMO = 5.57 eV
LUMO = -0.845 eV
Spin multiplicity = 1
ΔE to the lowest compared entry with this formula, charge and spin = 134.8 kcal per mole

C25H54NO11 | ωB97M-V/def2-TZVPD

```
91
Properties=species:S:1:pos:R:3:forces:R:3:mulliken_charge:R:1
N 35.5666 -23.5140 45.9501 -1.4 3.8 0.1 0.519
H 36.2360 -24.0933 45.7833 6.2 -5.1 -1.5 0.531
H 36.1598 -22.6593 46.1232 -1.9 0.3 -0.8 0.132
H 35.1710 -23.9250 46.7033 -1.6 -0.6 4.3 0.115
H 34.9111 -23.8535 45.2862 -1.2 1.8 -2.1 -0.228
O 38.5395 -22.2599 46.1958 2.5 -0.5 1.5 -0.457
C 39.7057 -22.5870 46.4816 -2.3 0.9 -0.7 0.699
O 40.3506 -22.1855 47.6311 0.6 -3.4 -2.5 -0.343
C 39.6947 -21.4533 48.6095 2.8 3.2 -1.3 0.192
C 40.7083 -21.1887 49.6955 -12.8 -7.0 3.4 -2.312
C 40.5307 -23.4465 45.4907 -13.4 -6.8 4.7 -1.249
H 38.9593 -21.8959 49.1466 -3.2 -1.7 0.3 0.159
H 39.5132 -20.5600 47.9833 -1.2 0.3 1.4 0.399
H 41.1869 -22.0012 49.9943 1.8 -3.6 1.6 0.473
H 40.2023 -20.5952 50.5109 -0.2 -1.5 0.0 0.408
H 41.2245 -20.5455 49.5244 11.7 12.8 -4.8 0.930
H 39.7176 -23.5478 44.5437 2.0 -0.5 2.8 0.112
H 40.7564 -24.3634 46.0398 0.5 0.1 -0.8 0.207
H 41.1227 -22.9440 45.0970 10.8 7.7 -5.7 0.811
O 33.5807 -21.8607 44.3073 -2.3 -1.5 0.1 -0.512
C 32.3686 -21.7086 44.5056 2.8 0.0 -2.0 0.790
O 31.3524 -22.5999 44.1600 -0.5 4.0 1.3 -0.320
C 31.5951 -23.8785 43.7015 4.4 -1.8 3.1 0.734
C 30.3744 -24.7695 43.6300 5.4 -1.7 -3.0 -1.328
C 31.9965 -20.3647 45.0321 -9.1 -5.8 0.7 -0.984
H 32.3173 -24.2585 44.6076 -1.3 -0.1 -2.4 -0.217
H 32.2507 -23.8158 42.8231 -0.6 -0.3 -0.1 0.127
H 30.8651 -25.7528 43.0474 -2.3 2.5 1.6 0.187
H 29.6733 -24.1795 43.2110 -2.7 1.1 -2.7 0.556
H 30.0064 -24.8684 44.5560 -1.0 -1.4 3.6 0.214
H 31.7962 -20.5771 46.0728 0.3 0.2 0.7 -0.097
H 30.8385 -20.2083 44.7117 2.8 0.3 0.3 0.229
H 32.5709 -19.6023 44.9471 4.0 4.5 -1.1 0.599
O 33.8254 -26.2704 45.2130 -1.3 -3.2 1.7 -0.419
C 33.3114 -27.2688 45.7921 2.5 3.5 0.4 0.605
O 33.5961 -27.5216 47.1493 0.4 1.1 -3.0 -0.337
C 34.5639 -26.6493 47.8176 -2.1 -5.5 2.9 -0.184
C 34.7629 -27.3749 49.1660 3.0 -2.7 1.8 -1.181
C 32.2506 -28.1353 45.2271 0.5 -0.8 0.6 -1.130
H 34.1934 -25.8227 48.2085 -2.9 4.3 0.5 0.548
H 35.5027 -26.3898 47.5535 2.9 -0.1 -2.8 0.308
H 33.9324 -27.3584 49.9695 1.1 -0.1 -1.8 0.307
H 35.6794 -26.8573 49.6256 -1.4 -0.4 -0.2 0.297
H 35.2731 -28.5686 49.1017 -2.0 3.4 -0.1 0.225
H 31.6467 -27.5880 44.5754 -0.9 1.2 -0.9 0.216
H 31.6752 -28.4863 46.0404 -0.9 -0.3 1.0 0.399
H 32.4749 -29.0390 44.6782 1.0 -0.1 -0.1 0.340
O 36.9211 -23.0111 43.4211 -1.6 -0.9 -2.2 -0.441
C 36.3133 -23.3402 42.3782 6.4 2.6 2.1 0.449
O 36.8486 -23.0598 41.1417 0.5 -0.7 0.1 -0.321
C 38.1295 -22.3921 41.0143 -1.4 1.3 -2.5 -0.308
C 38.3296 -21.8090 39.5949 -2.1 2.6 0.5 -1.229
C 35.1063 -24.0262 42.2570 -2.8 -1.1 2.1 -0.470
H 39.0286 -22.7932 41.3214 1.3 -2.3 1.0 0.402
H 38.0475 -21.5194 41.5100 -0.4 2.7 2.6 0.324
H 39.1842 -21.0133 39.4509 -1.7 -1.8 0.7 0.304
H 37.2996 -21.3337 39.3035 1.9 -0.3 0.6 0.272
H 38.3661 -22.5519 38.8925 0.8 -2.0 -1.9 0.392
H 34.9639 -24.8423 43.0858 0.0 1.7 -1.8 0.016
H 35.1089 -24.3431 41.2671 -0.6 -1.4 -1.5 0.541
H 34.4018 -23.1738 42.2896 -0.4 -0.7 0.5 0.083
C 36.0661 -19.9171 49.2514 -1.2 -3.9 -0.8 -1.240
C 34.9585 -19.7709 48.2227 1.8 -5.8 -5.0 0.710
O 35.0641 -20.7140 47.2350 -1.4 5.4 5.0 -0.487
C 34.0020 -18.6018 48.1765 1.6 -0.5 -2.0 -1.144
H 36.7085 -20.8824 49.1587 -1.8 1.3 -0.1 0.089
H 35.7972 -19.7582 50.2484 -1.1 -0.1 1.7 0.524
H 36.7793 -19.2289 49.1762 2.9 3.5 -1.1 0.469
H 32.9627 -18.7702 48.2104 -1.4 -1.3 -1.3 0.312
H 34.3165 -17.9730 47.2701 -0.6 -0.6 1.5 0.253
H 33.9760 -18.1294 49.0931 1.3 1.9 1.9 0.431
C 39.3237 -25.5381 49.1803 2.2 -6.4 1.0 -1.092
C 38.4691 -26.0878 48.0697 -1.9 5.1 -3.9 1.418
O 37.9894 -25.2711 47.1211 2.3 -3.6 4.8 -0.426
C 38.1599 -27.4806 48.0145 -4.9 5.1 5.7 -2.839
H 40.4527 -25.9428 49.1706 -2.3 1.5 -0.7 0.315
H 39.0904 -25.9871 50.1967 -0.5 0.5 -1.2 0.378
H 39.1067 -24.5834 49.1652 0.1 5.2 0.2 0.157
H 37.8980 -27.8780 48.9358 -0.3 -0.8 1.8 0.500
H 38.8826 -27.8873 47.6745 9.9 -5.6 -3.7 0.968
H 37.5121 -27.6943 47.3356 -4.8 -0.9 -4.0 0.631
C 30.5504 -25.3017 47.8504 6.6 1.5 1.6 -1.344
C 31.2821 -23.9203 47.7743 3.9 -1.2 -2.1 1.031
O 32.5416 -23.9155 47.5642 -3.8 0.1 0.8 -0.455
C 30.5528 -22.6016 47.8902 -2.8 -3.9 1.9 -1.130
H 29.9829 -25.2269 48.6665 -2.3 -0.3 3.5 0.610
H 31.2733 -26.1580 47.8776 -0.6 1.0 0.1 0.059
H 29.9552 -25.3960 47.0964 -3.7 -0.5 -4.9 0.402
H 29.7648 -22.8396 48.7614 1.9 1.7 -1.5 0.336
H 30.0199 -22.2709 47.0393 -1.4 -0.8 -1.3 0.332
H 31.2674 -21.8850 47.8013 2.3 2.4 1.7 0.149
```
Positions in Å, forces in eV/Å.

Properties
Gap between HOMO and LUMO = 10.35 eV
Charge = +1
LUMO = -1.622 eV
Spin multiplicity = 1
ΔE to the lowest compared entry with this formula, charge and spin = 140.5 kcal per mole

C5H9N2 | ωB97M-V/def2-TZVPD

```
16
Properties=species:S:1:pos:R:3:forces:R:3:nbo_charge:R:1
H -2.0112 2.1590 -0.3104 1.6 -1.7 -0.2 0.390
N -1.1594 1.5010 -0.4596 -1.1 2.1 0.5 -0.564
C -1.2931 0.3075 -0.1258 0.3 -2.0 -1.2 0.255
C -2.4618 -0.5227 0.3427 1.3 -0.9 0.4 -0.691
C -0.0490 -0.5760 -0.4964 1.4 0.8 -0.8 0.242
N 1.1449 -0.2361 -0.1371 -4.5 0.3 0.1 -0.252
C 2.4877 -0.4691 -0.1922 2.5 -3.5 1.7 -0.225
C 1.9917 0.8150 0.3773 -0.5 2.1 1.5 -0.222
H -3.4008 -0.0957 0.0970 -0.8 0.5 -0.2 0.256
H -2.4135 -1.5720 -0.0465 0.0 0.9 0.2 0.243
H -2.3416 -0.5964 1.4255 -0.3 -0.1 0.1 0.255
H -0.0521 -1.3998 -1.2895 -0.5 0.7 1.6 0.247
H 2.9019 -0.7363 -1.1565 0.4 0.6 0.0 0.259
H 2.7391 -1.2788 0.6628 -0.1 2.0 -2.1 0.255
H 2.0530 0.9155 1.5411 -0.2 -0.1 -2.4 0.269
H 1.8642 1.7848 -0.2325 0.5 -1.7 1.1 0.284
```
Positions in Å, forces in eV/Å.

Properties
SMILES string = [H]/N=C(\C)C=[N+]1CC1
Gap between HOMO and LUMO = 9.62 eV
Charge = +1
LUMO = -4.984 eV
Spin multiplicity = 1
ΔE to the lowest compared entry with this formula, charge and spin = 105.0 kcal per mole